Entry from the OMol25 dataset: C5H5N in the gas phase (ωB97M-V/def2-TZVPD).

Output
E_HOMO = -9.982 eV
frontier orbital gap = 10.60 eV
SMILES = CCC#CC#N
LUMO energy = 0.62 eV
ΔE to the lowest compared entry with this formula, charge and spin = 3.194 eV

The geometry in ORCA input format:
```
! RIJCOSX wB97M-V def2-TZVPD def2/J DEFGRID3
* xyz 0 1
C 0.5544 1.6588 0.1724
C 0.2648 0.2923 0.8913
C -0.0057 -0.7707 -0.0286
C -0.5553 -1.4938 -0.8272
C -1.6645 -2.1883 -1.2600
N -2.6261 -2.7561 -1.5789
H -0.3579 2.1253 -0.1920
H 1.1992 1.5229 -0.7145
H 1.0790 2.3813 0.8123
H -0.7288 -0.1219 1.3510
H 0.9468 0.1511 1.7240
*
```

Entry from the OMol25 dataset: C5H5N in the gas phase (ωB97M-V/def2-TZVPD).

Output
E_HOMO = -10.468 eV
frontier orbital gap = 11.09 eV
SMILES = CCC#CC#N
LUMO energy = 0.63 eV
ΔE to the lowest compared entry with this formula, charge and spin = 1.881 eV

The geometry in ORCA input format:
```
! RIJCOSX wB97M-V def2-TZVPD def2/J DEFGRID3
* xyz 0 1
C -1.4673 -0.9161 0.1486
C -0.9072 0.5071 0.0280
C 0.5511 0.5251 -0.0717
C 1.7556 0.5219 -0.1475
C 3.1356 0.5270 -0.2311
N 4.2931 0.5341 -0.3072
H -1.0479 -1.4266 1.0205
H -1.2272 -1.5066 -0.7407
H -2.5556 -0.8777 0.2565
H -1.2004 1.1060 0.8967
H -1.3298 1.0059 -0.8520
*
```